This record from OMol25 describes a 8-piece molecular cluster, C34H71ClFN8O12 overall. The level of theory is the ωB97M-V functional and the def2-TZVPD basis.

Each atom is followed by the atoms it is bonded to, with distances in Å.
Element x y z (Å)
1 C 1.876 -10.269 4.012  C2 1.667, H22 1.188, H23 1.174, H24 1.194
2 C 0.635 -9.162 3.897  C1 1.667, O3 1.478, H25 1.181, H26 1.190
3 O 0.772 -8.071 4.885  C2 1.478, C4 1.502
4 C 1.715 -7.020 4.375  O3 1.502, N5 1.495, H27 1.194, H28 1.187
5 N 1.262 -5.614 4.610  C4 1.495, C6 1.493, C11 1.492
6 C -0.215 -5.402 4.608  N5 1.493, C7 1.638, H29 1.194, H30 1.186
7 C -1.042 -5.960 3.309  C6 1.638, C8 1.672, H31 1.174, H32 1.180
8 C -2.584 -6.296 3.861  C7 1.672, O9 1.340, O10 1.486
9 O -3.646 -5.509 3.639  C8 1.340
10 O -2.701 -7.528 4.683  C8 1.486, H33 1.002
11 C 2.079 -4.551 3.955  N5 1.492, C12 1.633, C15 1.672, C18 1.674
12 C 1.640 -4.099 2.448  C11 1.633, C13 1.636, H34 1.188, H35 1.194
13 C 1.690 -5.271 1.308  C12 1.636, F14 1.511, H36 1.175, H37 1.169
14 F 0.992 -4.704 0.093  C13 1.511
15 C 3.719 -4.872 3.897  C11 1.672, O16 1.363, O17 1.473
16 O 4.389 -5.218 5.032  C15 1.363
17 O 4.547 -4.755 2.685  C15 1.473
18 C 1.982 -3.166 4.890  C11 1.674, Cl19 1.878, C20 1.639, H38 1.194
19 Cl 1.971 -3.604 6.716  C18 1.878
20 C 3.090 -2.028 4.486  C18 1.639, C21 1.668, H39 1.170, H40 1.194
21 C 4.292 -1.830 5.626  C20 1.668, H41 1.189, H42 1.192, H43 1.170
22 H 1.389 -11.312 4.305  C1 1.188
23 H 2.521 -10.331 3.034  C1 1.174
24 H 2.520 -9.923 4.956  C1 1.194
25 H 0.539 -8.789 2.780  C2 1.181
26 H -0.375 -9.750 4.119  C2 1.190
27 H 2.706 -7.207 5.015  C4 1.194
28 H 2.030 -7.274 3.259  C4 1.187
29 H -0.653 -5.989 5.551  C6 1.194
30 H -0.566 -4.280 4.768  C6 1.186
31 H -0.575 -6.903 2.788  C7 1.174
32 H -1.162 -5.122 2.488  C7 1.180
33 H -3.044 -8.300 4.142  O10 1.002
34 H 2.248 -3.176 2.011  C12 1.188
35 H 0.512 -3.713 2.510  C12 1.194
36 H 2.770 -5.555 0.940  C13 1.175
37 H 1.113 -6.255 1.566  C13 1.169
38 H 0.915 -2.687 4.650  C18 1.194
39 H 3.548 -2.132 3.415  C20 1.170
40 H 2.508 -0.986 4.489  C20 1.194
41 H 5.220 -1.266 5.141  C21 1.189
42 H 3.842 -1.052 6.409  C21 1.192
43 H 4.638 -2.836 6.114  C21 1.170
44 C -2.645 -0.794 2.735  C45 1.503, H49 1.094, H50 1.093, H51 1.093
45 C -1.881 -1.476 3.835  C44 1.503, O46 1.229, N47 1.364
46 O -0.658 -1.587 3.809  C45 1.229
47 N -2.584 -1.981 4.889  C45 1.364, C48 1.444, H52 1.014
48 C -4.011 -1.954 5.109  N47 1.444, H53 1.093, H54 1.093, H55 1.091
49 H -1.947 -0.446 1.969  C44 1.094
50 H -3.343 -1.496 2.272  C44 1.093
51 H -3.181 0.072 3.132  C44 1.093
52 H -1.998 -2.424 5.587  N47 1.014
53 H -4.198 -1.431 6.050  C48 1.093
54 H -4.358 -2.987 5.198  C48 1.093
55 H -4.548 -1.456 4.302  C48 1.091
56 C 1.029 -0.957 0.083  C57 1.503, H61 1.094, H62 1.093, H63 1.093
57 C -0.362 -0.876 -0.482  C56 1.503, O58 1.229, N59 1.364
58 O -1.354 -1.173 0.181  C57 1.229
59 N -0.511 -0.458 -1.771  C57 1.364, C60 1.444, H64 1.014
60 C 0.515 -0.067 -2.709  N59 1.444, H65 1.093, H66 1.093, H67 1.091
61 H 0.981 -1.305 1.119  C56 1.094
62 H 1.626 -1.668 -0.493  C56 1.093
63 H 1.495 0.032 0.072  C56 1.093
64 H -1.477 -0.431 -2.076  N59 1.014
65 H 0.315 0.962 -3.019  C60 1.093
66 H 0.445 -0.723 -3.580  C60 1.093
67 H 1.517 -0.131 -2.283  C60 1.091
68 C -1.681 3.337 -6.042  C69 1.503, H73 1.094, H74 1.093, H75 1.093
69 C -1.703 2.340 -4.917  C68 1.503, O70 1.229, N71 1.364
70 O -0.753 2.200 -4.150  C69 1.229
71 N -2.821 1.574 -4.757  C69 1.364, C72 1.444, H76 1.014
72 C -4.032 1.584 -5.542  N71 1.444, H77 1.093, H78 1.093, H79 1.091
73 H -0.725 3.868 -6.038  C68 1.094
74 H -1.786 2.822 -7.001  C68 1.093
75 H -2.483 4.068 -5.911  C68 1.093
76 H -2.757 0.929 -3.978  N71 1.014
77 H -4.866 1.818 -4.875  C72 1.093
78 H -4.175 0.583 -5.956  C72 1.093
79 H -3.998 2.312 -6.353  C72 1.091
80 C 2.666 4.226 -0.215  C81 1.503, H85 1.094, H86 1.093, H87 1.093
81 C 1.816 3.063 0.214  C80 1.503, O82 1.229, N83 1.364
82 O 2.238 1.908 0.208  C81 1.229
83 N 0.539 3.314 0.620  C81 1.364, C84 1.444, H88 1.014
84 C -0.142 4.585 0.700  N83 1.444, H89 1.093, H90 1.093, H91 1.091
85 H 3.656 3.864 -0.510  C80 1.094
86 H 2.211 4.725 -1.075  C80 1.093
87 H 2.788 4.927 0.614  C80 1.093
88 H 0.033 2.479 0.893  N83 1.014
89 H -0.455 4.736 1.736  C84 1.093
90 H -1.027 4.535 0.061  C84 1.093
91 H 0.490 5.417 0.385  C84 1.091
92 C -5.598 6.370 -3.729  C93 1.503, H97 1.094, H98 1.093, H99 1.093
93 C -5.425 4.899 -3.992  C92 1.503, O94 1.229, N95 1.364
94 O -4.846 4.478 -4.991  C93 1.229
95 N -5.934 4.019 -3.083  C93 1.364, C96 1.444, H100 1.014
96 C -6.641 4.306 -1.857  N95 1.444, H101 1.093, H102 1.093, H103 1.091
97 H -5.140 6.940 -4.542  C92 1.094
98 H -6.661 6.621 -3.687  C92 1.093
99 H -5.103 6.644 -2.794  C92 1.093
100 H -5.777 3.049 -3.332  N95 1.014
101 H -6.081 3.860 -1.032  C96 1.093
102 H -7.626 3.837 -1.917  C96 1.093
103 H -6.756 5.377 -1.683  C96 1.091
104 C 0.618 7.805 -2.073  C105 1.503, H109 1.094, H110 1.093, H111 1.093
105 C 1.802 7.741 -1.149  C104 1.503, O106 1.229, N107 1.364
106 O 1.757 7.153 -0.071  C105 1.229
107 N 2.954 8.361 -1.535  C105 1.364, C108 1.444, H112 1.014
108 C 3.211 9.097 -2.749  N107 1.444, H113 1.093, H114 1.093, H115 1.091
109 H -0.222 7.265 -1.627  C104 1.094
110 H 0.318 8.844 -2.227  C104 1.093
111 H 0.863 7.333 -3.028  C104 1.093
112 H 3.704 8.272 -0.858  N107 1.014
113 H 4.043 8.614 -3.268  C108 1.093
114 H 3.502 10.114 -2.473  C108 1.093
115 H 2.342 9.133 -3.407  C108 1.091
116 C 1.777 1.643 -5.965  C117 1.503, H121 1.094, H122 1.093, H123 1.093
117 C 2.020 2.737 -6.966  C116 1.503, O118 1.229, N119 1.364
118 O 1.104 3.259 -7.598  C117 1.229
119 N 3.304 3.152 -7.168  C117 1.364, C120 1.444, H124 1.014
120 C 4.509 2.673 -6.534  N119 1.444, H125 1.093, H126 1.093, H127 1.091
121 H 0.706 1.424 -5.918  C116 1.094
122 H 2.302 0.733 -6.269  C116 1.093
123 H 2.108 1.962 -4.973  C116 1.093
124 H 3.384 3.891 -7.857  N119 1.014
125 H 4.985 3.518 -6.030  C120 1.093
126 H 5.177 2.300 -7.314  C120 1.093
127 H 4.314 1.880 -5.811  C120 1.091

## Properties
Spin multiplicity: 1
Charge: -1
Total energy: -3238.94170 Ha

Löwdin population analysis, charges in e, atoms 1 to 2: -0.104 -0.268